[1]
The following is a DFT calculation (ωB97M-V/def2-TZVPD) of a 2-piece molecular cluster, CH5NO3S overall in a non-equilibrium geometry.

Atoms and positions in Å:
S (0.772, -0.469, -1.083)
O (-0.015, -1.492, -0.347)
O (2.323, -0.484, -0.406)
O (-3.046, -0.154, 0.769)
N (-2.041, -0.396, 1.332)
C (0.287, 1.102, -0.330)
H (0.840, 1.850, -0.900)
H (2.905, -1.228, -0.039)
H (-0.778, 1.317, -0.494)
H (-1.565, -1.158, 0.688)
H (0.318, 1.113, 0.811)

The value obtained for the HOMO-LUMO gap is 9.10 eV. The calculation puts the LUMO energy at 0.4 eV. The spin multiplicity is 1. Its HOMO energy is -8.7 eV.

[2]
The following is a DFT calculation (ωB97M-V/def2-TZVPD) of C26H20IrN3O4STe as an isolated structure.

Atoms and positions in Å:
Ir (-0.746, -0.097, -0.555)
Te (1.376, -0.623, -2.304)
S (-0.425, -2.900, -0.758)
O (1.248, 0.233, 0.647)
O (0.989, -3.064, -1.039)
O (-0.636, -2.085, 0.488)
O (-1.114, -2.126, -1.829)
N (4.953, -1.934, -0.991)
N (2.187, -0.329, 0.016)
N (3.366, -1.022, 3.164)
C (3.189, -0.909, 0.592)
C (2.084, -0.807, -6.426)
C (-1.176, -4.452, -0.628)
C (3.166, -0.292, -7.121)
C (-3.051, -5.881, -0.972)
C (3.961, 0.690, -6.545)
C (-5.011, 4.608, 1.557)
C (-2.676, 2.308, -0.128)
C (-0.473, -5.476, -0.007)
C (1.773, -0.310, -5.165)
C (-2.467, -4.636, -1.114)
C (3.290, -0.973, 2.020)
C (-3.567, 3.372, 0.083)
C (-3.024, -8.278, -0.221)
C (-4.128, 3.568, 1.357)
C (-5.346, 5.447, 0.498)
C (3.673, 1.170, -5.275)
C (-1.083, -6.711, 0.126)
C (0.652, -0.859, -4.352)
C (-1.865, 1.381, -0.308)
C (-4.798, 5.257, -0.767)
C (-2.373, -6.931, -0.353)
C (2.230, 1.125, -3.191)
C (2.572, 0.683, -4.588)
C (4.187, -1.485, -0.263)
C (-3.906, 4.226, -0.981)
H (-3.858, 2.902, 2.166)
H (-3.178, -8.726, -1.204)
H (0.350, -1.874, -4.585)
H (-6.043, 6.259, 0.661)
H (3.401, -0.670, -8.107)
H (0.532, -5.313, 0.358)
H (4.819, 1.073, -7.081)
H (1.412, 1.849, -3.164)
H (-0.224, -0.210, -4.266)
H (1.475, -1.589, -6.862)
H (4.308, 1.918, -4.818)
H (-5.068, 5.915, -1.581)
H (3.075, 1.512, -2.627)
H (-2.993, -3.825, -1.598)
H (-0.548, -7.519, 0.607)
H (-4.053, -6.043, -1.349)
H (-5.444, 4.768, 2.534)
H (-3.469, 4.063, -1.957)
H (-2.415, -8.959, 0.370)
H (-4.002, -8.191, 0.253)

The value obtained for the HOMO-LUMO gap (alpha / beta) is 8.27 / 5.47 eV. As for the net charge: +1. The calculation puts the LUMO energy (alpha / beta) at -3.4 / -6.4 eV. The spin multiplicity is 6. Its HOMO energy (alpha / beta) is -11.6 / -11.9 eV.

[3]
The following is a DFT calculation (ωB97M-V/def2-TZVPD) of a 14-piece molecular cluster, C25H35Cl39FNO7S overall in a non-equilibrium geometry.

Atoms and positions in Å:
Cl (-4.995, -9.636, 0.771)
Cl (-3.919, -4.254, -4.264)
Cl (1.768, 5.649, -1.282)
Cl (4.798, -8.999, 0.442)
Cl (5.543, 5.441, -2.615)
Cl (5.589, 4.256, 0.916)
Cl (-1.080, 10.403, -0.180)
Cl (-5.863, -7.885, 2.930)
Cl (-5.017, -4.862, 3.404)
Cl (3.167, -3.114, 2.014)
Cl (7.614, 0.040, 4.759)
Cl (4.670, -1.757, 4.106)
Cl (3.033, 8.165, -2.011)
Cl (-4.703, -6.894, -5.200)
Cl (-4.852, -2.586, 5.200)
Cl (1.775, -1.495, 3.992)
Cl (-7.343, 2.862, 0.391)
Cl (-2.908, -0.453, 5.463)
Cl (-4.852, 3.464, 1.768)
Cl (-2.565, 12.893, 0.065)
Cl (2.743, 4.363, 1.539)
Cl (-6.173, 5.518, 0.187)
Cl (-5.887, -5.130, 6.168)
Cl (-3.906, -6.499, -2.427)
Cl (7.051, -7.252, 1.017)
Cl (8.625, 0.369, 2.050)
Cl (7.119, 6.931, -0.666)
Cl (-2.275, 4.788, -2.146)
Cl (-3.914, -6.943, 1.003)
Cl (7.896, 6.919, -3.470)
Cl (-3.261, 6.427, 0.045)
Cl (-2.828, 1.758, 3.573)
Cl (2.583, 7.524, 0.789)
Cl (-3.230, 11.003, -2.044)
Cl (4.485, 2.545, 2.995)
Cl (8.491, 2.658, 3.841)
Cl (-3.768, -0.850, 2.700)
Cl (-1.244, 7.482, -1.765)
Cl (4.734, -7.263, 2.775)
S (-0.940, -1.303, -0.280)
F (-0.158, -2.791, -0.105)
O (0.998, 0.553, 0.078)
O (2.388, 0.128, -1.804)
O (-2.176, -1.553, -1.086)
O (3.390, 0.477, 0.277)
O (-1.304, -0.859, 1.119)
O (-4.652, 0.119, -1.618)
O (-1.777, 1.606, -0.520)
N (0.934, -1.580, -2.992)
C (-5.770, -4.040, 4.777)
C (-4.513, -8.352, 1.889)
C (5.761, -8.240, 1.717)
C (3.258, -1.676, 3.044)
C (-3.101, 1.936, -1.031)
C (-5.331, -1.093, -1.220)
C (-1.860, 6.035, -0.960)
C (-4.232, 0.905, -0.481)
C (-5.095, -2.320, -2.271)
C (3.943, -4.686, -0.263)
C (7.166, 5.981, -2.160)
C (7.728, 1.132, 3.371)
C (0.164, 0.016, -0.993)
C (4.175, 3.325, 1.437)
C (1.086, -0.302, -2.261)
C (2.962, 6.869, -0.810)
C (-0.918, 1.097, -1.556)
C (-3.647, -5.994, -4.102)
C (3.672, -4.236, -1.807)
C (-2.650, 0.008, 3.768)
C (2.350, 0.408, -0.407)
C (2.426, -3.229, -1.741)
C (2.211, -2.351, -3.077)
C (-6.410, 4.109, 1.231)
C (-1.928, 11.683, -1.058)
H (-5.096, 1.568, -0.108)
H (-4.882, -1.463, -0.223)
H (-4.404, -1.986, -3.128)
H (3.128, -1.738, -3.376)
H (-0.382, 2.007, -2.032)
H (-1.217, 12.172, -1.721)
H (-6.463, -0.899, -1.103)
H (3.457, -5.214, -2.371)
H (2.460, -2.608, -0.784)
H (-4.549, -3.180, -1.726)
H (2.933, -4.688, 0.293)
H (3.939, 6.392, -0.762)
H (0.718, 0.474, -3.037)
H (4.562, -3.661, -2.252)
H (-3.797, 0.292, 0.378)
H (6.720, 1.347, 3.021)
H (3.363, -0.802, 2.402)
H (-6.971, 4.424, 2.109)
H (-1.074, 5.644, -0.316)
H (-3.710, -8.730, 2.519)
H (-1.494, 0.552, -2.392)
H (-2.614, -6.209, -4.368)
H (-1.634, -0.266, 3.490)
H (-3.152, 1.964, -2.182)
H (4.582, -3.894, 0.261)
H (0.618, -1.396, -3.953)
H (2.064, -3.123, -3.927)
H (-3.352, 3.006, -0.684)
H (-6.138, -2.627, -2.631)
H (1.481, -3.893, -1.663)
H (6.219, -9.026, 2.315)
H (7.782, 5.100, -1.986)
H (3.986, 2.549, 0.698)
H (4.442, -5.718, -0.190)
H (-6.776, -3.741, 4.490)

The value obtained for the HOMO-LUMO gap is 9.04 eV. The calculation puts the LUMO energy at -0.4 eV. The spin multiplicity is 1. Its HOMO energy is -9.4 eV.

Taking the records one at a time from the top gives ΔE to the lowest compared entry with this formula, charge and spin values of 109.7 0.0 0.0 kcal per mole.